Entry 1:
Computed, not measured: C13H30AlBINO5 as an isolated structure, with ωB97M-V with the def2-TZVPD basis set.

Last column: Löwdin charge in e.
Cartesian coordinates (Å):
C (0.18, -4.12, -1.60)  -0.131
O (0.19, -2.74, -2.09)  -0.298
C (-1.21, -2.25, -2.34)  -0.213
C (-1.55, -1.18, -1.15)  -0.235
C (-3.08, -1.24, -0.57)  -0.243
Al (-4.48, -1.96, -1.89)  -0.124
I (-5.94, -0.14, -3.04)  0.275
O (-5.69, -3.02, -0.84)  -0.151
B (-5.35, -4.46, -1.07)  -0.646
O (-6.08, -5.10, -2.22)  0.013
O (-4.39, -5.24, -0.26)  0.048
H (0.28, -4.83, -2.53)  0.106
H (-0.73, -4.41, -0.92)  0.097
H (1.16, -4.26, -0.93)  0.100
H (-1.87, -3.22, -2.35)  0.085
H (-1.17, -1.68, -3.36)  0.138
H (-1.23, -0.06, -1.42)  0.114
H (-0.84, -1.47, -0.23)  0.110
H (-3.18, -1.84, 0.46)  0.084
H (-3.38, -0.12, -0.31)  0.070
H (-3.92, -2.90, -3.03)  -0.025
H (-5.71, -4.61, -3.02)  0.083
H (-3.65, -4.61, 0.02)  0.095
C (4.15, 1.57, 1.19)  -0.034
C (2.77, 1.31, 0.53)  -0.451
C (2.55, 2.38, -0.57)  -0.115
C (2.33, 3.77, 0.01)  -0.174
C (1.19, 3.78, 1.03)  -0.115
C (1.25, 2.65, 2.09)  -0.451
N (1.66, 1.32, 1.54)  0.117
O (0.53, 0.74, 0.93)  0.100
C (2.20, 3.02, 3.25)  -0.031
C (-0.16, 2.62, 2.80)  -0.030
C (2.95, -0.09, -0.13)  -0.021
H (4.96, 1.32, 0.50)  0.099
H (4.32, 2.60, 1.47)  0.059
H (4.28, 0.94, 2.08)  0.101
H (1.68, 2.11, -1.20)  0.135
H (3.41, 2.41, -1.25)  0.138
H (3.24, 4.15, 0.47)  0.110
H (2.09, 4.47, -0.80)  0.128
H (1.17, 4.76, 1.52)  0.138
H (0.25, 3.70, 0.46)  0.132
H (2.28, 2.20, 3.98)  0.099
H (1.84, 3.90, 3.80)  0.096
H (3.21, 3.29, 2.93)  0.065
H (-0.98, 2.51, 2.09)  0.086
H (-0.35, 3.57, 3.33)  0.097
H (-0.22, 1.81, 3.53)  0.096
H (3.17, -0.85, 0.63)  0.098
H (3.78, -0.08, -0.85)  0.097
H (2.07, -0.42, -0.70)  0.080

Properties
- Energy above the lowest of the compared OMol25 structures with the same formula, charge and spin: 477.0 kJ/mol



Entry 2:
Computed, not measured: CH3Cl2N3O in the gas phase, with ωB97M-V with the def2-TZVPD basis set.

Last column: Löwdin charge in e.
Cartesian coordinates (Å):
N (-1.10, 0.99, 1.22)  -0.068
N (0.04, 0.59, 0.61)  -0.449
Cl (1.22, -0.49, 1.61)  0.393
C (-0.09, -0.63, -0.70)  -0.614
O (-0.95, -1.42, -0.67)  0.103
N (0.92, -0.34, -1.51)  -0.409
Cl (1.40, -1.25, -2.88)  0.677
H (-1.82, 0.26, 1.57)  0.132
H (-0.98, 1.70, 1.94)  0.085
H (1.38, 0.59, -1.20)  0.149

Properties
- SMILES string: NN(Cl)C(=O)NCl
- Energy above the lowest of the compared OMol25 structures with the same formula, charge and spin: 168.4 kJ/mol



Entry 3:
Computed, not measured: C5BF5N2PtS2 as an isolated structure, with ωB97M-V with the def2-TZVPD basis set.

Last column: Mulliken spin population.
Cartesian coordinates (Å):
Pt (-0.58, -0.85, 0.40)  0.008
S (1.74, -0.48, 0.53)  0.335
C (1.92, 1.08, -0.18)  0.387
C (3.18, 1.41, -0.65)  0.009
N (4.25, 1.66, -1.05)  0.229
C (0.80, 2.05, -0.21)  0.389
S (-0.81, 1.59, 0.16)  0.360
C (1.03, 3.39, -0.51)  0.007
N (1.21, 4.52, -0.76)  0.230
F (-3.11, -0.83, -1.00)  -0.002
C (-2.60, -1.05, 0.27)  0.024
F (-3.25, -0.10, 1.04)  0.003
F (-3.22, -2.22, 0.65)  0.001
F (-1.23, -3.84, 0.40)  0.002
B (-0.29, -2.85, 0.43)  0.013
F (0.94, -3.46, 0.46)  0.005

Properties
- Spin multiplicity: 3
- Expectation value of S²: 2.0171
- Net charge: -2



Entry 4:
Computed, not measured: C64H60F5N4O4TeTi as an isolated structure, with ωB97M-V with the def2-TZVPD basis set.

Last column: Mulliken spin population.
Cartesian coordinates (Å):
Ti (-1.04, 1.35, -1.04)  0.199
C (-5.49, 0.08, -1.34)  0.002
C (-5.30, -1.03, -0.34)  -0.002
C (-5.99, -2.22, -0.46)  0.001
C (-5.77, -3.26, 0.43)  -0.002
C (-4.85, -3.10, 1.45)  0.003
C (-4.15, -1.92, 1.61)  -0.015
C (-3.19, -1.75, 2.74)  0.000
C (-4.37, -0.84, 0.72)  0.008
N (-3.67, 0.31, 0.76)  0.018
C (-4.15, 1.50, 1.04)  -0.011
O (-5.13, 1.70, 1.78)  0.000
C (-3.55, 2.68, 0.33)  0.013
C (-4.16, 3.89, 0.60)  0.001
C (-4.01, 4.99, -0.24)  0.002
C (-3.29, 4.78, -1.41)  0.000
C (-2.65, 3.57, -1.61)  -0.004
N (-2.67, 2.53, -0.71)  0.006
C (-1.93, 3.35, -2.89)  0.004
O (-2.05, 4.14, -3.83)  0.005
N (-1.24, 2.20, -2.89)  -0.009
C (-0.59, 1.84, -4.08)  0.005
C (0.51, 2.57, -4.56)  0.001
C (0.97, 3.81, -3.85)  0.002
C (1.16, 2.13, -5.71)  0.003
C (0.74, 1.01, -6.39)  -0.002
C (-0.38, 0.33, -5.94)  -0.017
C (-1.06, 0.74, -4.81)  0.014
C (-2.33, 0.06, -4.38)  0.008
H (-6.15, -0.24, -2.15)  0.000
H (-4.52, 0.37, -1.74)  -0.001
H (-5.91, 0.96, -0.85)  0.000
H (-6.70, -2.34, -1.27)  0.000
H (-6.32, -4.19, 0.32)  0.000
H (-4.68, -3.91, 2.15)  0.000
H (-3.66, -1.21, 3.56)  0.000
H (-2.33, -1.16, 2.41)  -0.001
H (-2.84, -2.71, 3.11)  0.000
H (-4.82, 3.93, 1.46)  0.000
H (-4.47, 5.94, -0.02)  0.000
H (-3.20, 5.53, -2.18)  0.000
H (0.28, 4.62, -4.08)  0.000
H (1.97, 4.09, -4.17)  0.000
H (0.95, 3.66, -2.77)  0.002
H (2.01, 2.69, -6.08)  -0.001
H (1.26, 0.67, -7.27)  0.001
H (-0.75, -0.53, -6.49)  0.000
H (-2.60, -0.73, -5.08)  -0.002
H (-3.14, 0.80, -4.34)  0.000
H (-2.22, -0.35, -3.38)  0.003
C (7.15, 0.07, 3.80)  -0.001
C (5.70, 0.00, 3.42)  0.001
C (4.75, 0.78, 4.06)  0.001
C (3.41, 0.72, 3.70)  -0.001
C (2.42, 1.60, 4.42)  0.001
C (2.98, -0.13, 2.68)  -0.001
Te (0.87, 0.11, 1.80)  0.052
N (-1.01, 0.02, 0.59)  -0.008
C (-1.50, -0.81, -0.27)  -0.068
O (-2.03, -0.32, -1.34)  0.010
C (-1.49, -2.29, -0.15)  -0.039
C (-2.45, -3.03, -0.84)  0.019
C (-2.43, -4.41, -0.80)  -0.001
C (-1.44, -5.07, -0.09)  0.006
C (-0.49, -4.35, 0.60)  -0.001
C (-0.51, -2.97, 0.58)  0.027
C (-0.01, -0.48, 3.68)  -0.002
C (0.37, -1.61, 4.39)  0.001
C (1.36, -2.60, 3.86)  -0.003
C (-0.19, -1.86, 5.64)  -0.001
C (-1.12, -1.00, 6.20)  0.000
C (-1.69, -1.25, 7.57)  0.000
C (-1.52, 0.11, 5.47)  -0.001
C (-0.99, 0.37, 4.22)  0.003
C (-1.47, 1.57, 3.46)  -0.003
C (3.94, -0.91, 2.03)  0.006
C (3.54, -1.84, 0.91)  -0.015
C (5.27, -0.84, 2.40)  -0.001
H (7.32, 0.86, 4.53)  0.000
H (7.76, 0.27, 2.92)  0.000
H (7.48, -0.88, 4.23)  0.000
H (5.06, 1.45, 4.85)  0.000
H (2.93, 2.34, 5.03)  0.000
H (1.77, 1.00, 5.06)  0.000
H (1.79, 2.10, 3.69)  0.000
H (-3.21, -2.50, -1.39)  0.001
H (-3.19, -4.97, -1.32)  0.000
H (-1.42, -6.16, -0.08)  0.000
H (0.29, -4.86, 1.16)  0.000
H (0.24, -2.39, 1.10)  -0.006
H (1.59, -2.37, 2.83)  0.002
H (0.95, -3.61, 3.94)  0.000
H (2.28, -2.56, 4.44)  0.000
H (0.12, -2.74, 6.19)  0.000
H (-1.31, -2.18, 7.99)  0.000
H (-2.77, -1.30, 7.54)  0.000
H (-1.41, -0.44, 8.25)  0.000
H (-2.27, 0.77, 5.88)  0.000
H (-2.39, 1.96, 3.90)  0.000
H (-1.67, 1.31, 2.42)  0.011
H (-0.72, 2.37, 3.48)  0.001
H (2.71, -1.41, 0.34)  0.016
H (3.23, -2.80, 1.31)  0.001
H (4.38, -2.00, 0.24)  0.000
H (6.00, -1.45, 1.88)  0.000
F (2.25, 1.22, -0.26)  0.009
C (1.78, 2.46, 0.07)  0.000
C (0.41, 2.74, -0.06)  0.005
C (0.10, 3.98, 0.50)  0.007
F (-1.19, 4.37, 0.57)  0.001
C (1.01, 4.87, 1.07)  -0.001
F (0.60, 6.05, 1.60)  0.000
C (2.36, 4.54, 1.10)  0.001
F (3.27, 5.38, 1.64)  0.000
C (2.74, 3.30, 0.61)  -0.004
F (4.03, 2.91, 0.67)  0.000
C (5.22, -2.47, -5.46)  -0.011
C (4.06, -1.95, -4.66)  0.125
C (4.00, -0.64, -4.21)  -0.090
C (2.95, -0.16, -3.46)  0.131
C (3.01, 1.27, -3.01)  -0.014
C (1.84, -1.00, -3.13)  0.054
C (0.68, -0.61, -2.42)  0.363
O (0.44, 0.49, -1.79)  0.022
C (1.92, -2.35, -3.59)  0.080
C (0.86, -3.36, -3.25)  0.024
C (3.00, -2.78, -4.33)  -0.081
H (5.96, -1.69, -5.64)  -0.001
H (4.88, -2.85, -6.43)  0.010
H (5.72, -3.29, -4.94)  0.010
H (4.82, 0.04, -4.44)  0.000
H (3.73, 1.37, -2.20)  0.015
H (2.04, 1.60, -2.66)  0.003
H (3.34, 1.91, -3.83)  0.008
H (-0.12, -1.35, -2.39)  0.081
H (-0.09, -3.12, -3.73)  0.008
H (0.69, -3.41, -2.18)  -0.002
H (1.17, -4.35, -3.60)  0.002
H (3.03, -3.82, -4.65)  0.000

Properties
- Spin multiplicity: 2
- Expectation value of S²: 0.7862
- Net charge: -2
- Energy above the lowest of the compared OMol25 structures with the same formula, charge and spin: 194.8 kJ/mol



Entry 5:
Computed, not measured: C30H48LaP2 as an isolated structure, with ωB97M-V with the def2-TZVPD basis set.

Last column: Löwdin charge in e.
Cartesian coordinates (Å):
La (-0.18, -0.23, 1.75)  1.677
C (-0.57, -2.61, 2.98)  -0.358
C (0.77, -2.64, 2.47)  -0.362
C (0.72, -1.17, 4.26)  -0.315
C (-0.60, -1.69, 4.08)  -0.330
C (1.57, -1.75, 3.27)  -0.340
C (-1.76, -3.34, 2.45)  -0.050
H (-1.54, -3.84, 1.49)  0.071
H (-2.62, -2.66, 2.29)  0.081
H (-2.10, -4.11, 3.16)  0.100
C (-1.78, -1.34, 4.91)  -0.029
H (-2.65, -1.95, 4.64)  0.081
H (-2.08, -0.29, 4.79)  0.071
H (-1.56, -1.48, 5.98)  0.095
C (1.16, -0.29, 5.38)  -0.026
H (0.89, -0.73, 6.36)  0.097
H (0.69, 0.70, 5.34)  0.060
H (2.24, -0.14, 5.35)  0.079
C (3.04, -1.52, 3.16)  -0.055
H (3.57, -2.07, 3.96)  0.100
H (3.29, -0.45, 3.29)  0.070
H (3.44, -1.85, 2.20)  0.065
C (1.28, -3.45, 1.32)  -0.050
H (1.72, -4.40, 1.68)  0.101
H (2.08, -2.91, 0.77)  0.069
H (0.48, -3.70, 0.61)  0.060
C (-1.69, 0.44, -4.37)  -0.130
C (-1.73, -0.88, -4.59)  -0.143
C (-0.88, -1.61, -5.59)  -0.176
C (0.53, -1.02, -5.84)  -0.185
C (1.25, -0.49, -4.63)  -0.110
C (1.29, 0.81, -4.30)  -0.156
C (0.40, 1.88, -4.86)  -0.169
C (-1.01, 1.40, -5.30)  -0.176
H (-1.39, -1.67, -6.57)  0.127
H (0.47, -0.26, -6.63)  0.108
H (-0.77, -2.66, -5.25)  0.111
H (-0.95, 0.98, -6.32)  0.107
H (-2.34, 0.90, -3.61)  0.084
H (-2.52, -1.49, -4.12)  0.114
H (-1.65, 2.30, -5.40)  0.123
H (0.28, 2.67, -4.10)  0.110
H (2.07, 1.18, -3.62)  0.097
H (0.86, 2.37, -5.74)  0.129
H (1.14, -1.83, -6.26)  0.118
H (1.87, -1.22, -4.09)  0.113
P (-0.98, -0.53, -0.92)  0.755
P (2.01, 0.93, 0.32)  0.738
C (-0.03, 0.83, -1.75)  -0.408
C (1.01, 1.72, -1.02)  -0.383
H (-0.74, 1.47, -2.28)  0.077
H (0.46, 0.23, -2.52)  0.030
H (1.76, 2.08, -1.75)  0.074
H (0.52, 2.62, -0.61)  0.078
C (2.71, 2.35, 1.23)  -0.246
H (3.40, 1.96, 1.99)  0.048
H (1.91, 2.90, 1.73)  0.045
H (3.25, 3.00, 0.54)  0.060
C (3.45, 0.18, -0.50)  -0.252
H (3.92, 0.89, -1.18)  0.056
H (3.14, -0.72, -1.05)  0.044
H (4.17, -0.12, 0.28)  0.049
C (-2.72, 0.03, -1.00)  -0.252
H (-3.33, -0.74, -0.52)  0.052
H (-3.07, 0.16, -2.03)  0.030
H (-2.84, 0.97, -0.46)  0.043
C (-0.83, -2.12, -1.81)  -0.241
H (0.17, -2.55, -1.64)  0.045
H (-0.99, -2.02, -2.88)  -0.001
H (-1.60, -2.80, -1.40)  0.061
C (-2.27, 4.41, 3.25)  -0.089
C (-1.79, 3.55, 4.24)  -0.077
C (-1.20, 2.33, 3.88)  -0.169
C (-1.09, 2.00, 2.54)  -0.352
C (-1.54, 2.85, 1.54)  -0.195
C (-2.15, 4.07, 1.90)  -0.094
H (-2.74, 5.36, 3.53)  0.104
H (-1.88, 3.83, 5.30)  0.104
H (-0.83, 1.66, 4.67)  0.054
H (-1.42, 2.60, 0.49)  0.051
H (-2.52, 4.74, 1.13)  0.101

Properties
- Net charge: +1
- Energy above the lowest of the compared OMol25 structures with the same formula, charge and spin: 91.0 kJ/mol



Entry 6:
Computed, not measured: C15H23BCoF4N3O7 as an isolated structure, with ωB97M-V with the def2-TZVPD basis set.

Last column: Mulliken spin population.
Cartesian coordinates (Å):
Co (21.50, -15.40, -6.06)  2.764
C (20.95, -11.21, -5.83)  0.006
C (21.04, -10.30, -4.73)  0.001
C (21.35, -10.90, -3.30)  0.001
O (21.45, -10.12, -2.36)  -0.001
C (21.58, -12.31, -3.20)  0.006
C (21.64, -13.08, -4.31)  -0.011
C (21.24, -12.55, -5.66)  -0.012
O (21.19, -13.33, -6.70)  0.061
O (21.84, -14.37, -4.18)  0.064
O (20.83, -9.10, -4.86)  -0.001
H (20.82, -10.85, -6.84)  0.000
H (21.82, -12.72, -2.23)  0.001
B (18.83, -15.90, -5.90)  0.003
F (18.06, -17.04, -6.12)  0.000
F (19.79, -16.18, -4.88)  0.019
F (19.64, -15.62, -7.02)  0.025
F (18.08, -14.80, -5.51)  0.000
C (22.83, -18.31, -5.61)  0.006
O (22.03, -17.45, -5.93)  0.023
N (23.45, -18.34, -4.43)  0.000
C (24.28, -19.45, -4.03)  0.000
C (23.21, -17.22, -3.50)  -0.004
H (23.05, -19.19, -6.23)  0.001
H (23.81, -19.94, -3.18)  0.000
H (25.31, -19.20, -3.78)  0.000
H (24.41, -20.25, -4.77)  0.000
H (23.72, -16.34, -3.88)  0.003
H (22.14, -17.03, -3.44)  0.002
H (23.54, -17.45, -2.49)  0.000
C (21.81, -15.46, -9.61)  0.003
O (21.91, -15.69, -8.43)  0.017
N (22.24, -16.32, -10.57)  0.001
C (22.05, -15.98, -11.97)  0.000
C (22.83, -17.58, -10.17)  0.000
H (21.45, -14.52, -10.05)  0.000
H (21.51, -16.82, -12.43)  0.000
H (22.99, -15.74, -12.46)  0.000
H (21.31, -15.18, -12.07)  0.000
H (23.06, -17.75, -9.12)  0.000
H (22.06, -18.34, -10.35)  0.000
H (23.77, -17.70, -10.72)  0.000
C (24.93, -15.24, -6.62)  0.003
O (23.76, -15.33, -6.33)  0.019
N (25.86, -14.70, -5.79)  0.000
C (27.19, -14.34, -6.26)  0.000
C (25.47, -14.13, -4.50)  -0.001
H (25.44, -15.63, -7.52)  0.000
H (27.94, -14.58, -5.51)  0.000
H (27.19, -13.26, -6.43)  0.000
H (27.38, -14.79, -7.23)  0.000
H (24.40, -14.24, -4.33)  0.001
H (26.05, -14.65, -3.74)  0.000
H (25.67, -13.06, -4.40)  0.000

Properties
- Spin multiplicity: 4
- Expectation value of S²: 3.7545
- Net charge: -1



Calculated total energy, respectively: -41065.6633; -32644.6122; -47351.0142; -125491.7829; -51318.9334; -83912.5024 eV.